{"formula": "C33H40N3O5", "method": "the ωB97M-V functional and the def2-TZVPD basis", "e_tot_ev": -49565.951, "total_charge": 1, "gap_ev": 7.01, "e_homo_ev": -9.313, "elements": ["C", "O", "C", "O", "C", "C", "C", "C", "N", "C", "C", "C", "C", "C", "C", "H", "H", "H", "H", "H", "H", "H", "H", "H", "H", "H", "H", "H", "H", "H", "H", "H", "H", "H", "C", "O", "C", "C", "C", "C", "C", "O", "C", "C", "N", "C", "C", "C", "C", "C", "C", "C", "C", "C", "C", "O", "N", "C", "C", "C", "H", "H", "H", "H", "H", "H", "H", "H", "H", "H", "H", "H", "H", "H", "H", "H", "H", "H", "H", "H", "H"], "positions_angstrom": [[3.2092, 2.2382, 3.2812], [2.7420, 0.9208, 3.6528], [1.4533, 0.7927, 3.3213], [0.8127, 1.7453, 2.8844], [0.9017, -0.6039, 3.5349], [1.9044, -1.7151, 3.3116], [1.0933, -2.8560, 2.6913], [-0.2665, -2.2825, 2.2776], [-0.1698, -0.8554, 2.5860], [-1.4083, -0.2030, 2.8495], [-1.8780, 0.7357, 1.9578], [-3.0874, 1.5182, 2.2873], [-3.7769, 1.2230, 3.6238], [-2.8482, 0.6732, 4.7048], [-2.0586, -0.5142, 4.1526], [4.2533, 2.2779, 3.6030], [3.1169, 2.3705, 2.1861], [2.5946, 2.9939, 3.7885], [0.5159, -0.6380, 4.5734], [2.7002, -1.3998, 2.6298], [2.3591, -1.9775, 4.2680], [1.5980, -3.2909, 1.8251], [0.9282, -3.6442, 3.4328], [-0.5302, -2.4338, 1.2102], [-1.0783, -2.7309, 2.8840], [-0.7482, 1.1039, 1.4913], [-2.8667, 2.6071, 2.2171], [-3.8600, 1.3224, 1.5143], [-4.2999, 2.1236, 3.9654], [-4.5410, 0.4653, 3.4207], [-2.1723, 1.4657, 5.0781], [-3.4599, 0.3371, 5.5528], [-2.7597, -1.3577, 4.0004], [-1.2986, -0.8181, 4.8893], [-5.8653, 0.7981, -2.8797], [-5.2526, -0.3764, -2.3114], [-6.0451, -1.1626, -1.5476], [-7.2613, -0.7643, -0.9799], [-7.8361, -1.5760, -0.0129], [-7.2268, -2.7435, 0.4376], [-5.9853, -3.1153, -0.1130], [-5.0965, -3.9899, 0.4198], [-5.3873, -4.6236, 1.6886], [-5.4945, -2.3942, -1.1974], [-4.1655, -2.6865, -1.6274], [-3.0599, -1.9098, -1.4386], [-3.0583, -0.8391, -0.4357], [-2.0660, 0.2004, -0.5852], [-1.5492, 1.1759, 0.3561], [-0.3734, 2.0503, -0.3122], [0.0202, 3.1867, 0.3900], [1.0834, 3.9781, -0.0452], [1.8069, 3.5581, -1.1809], [1.3648, 2.4736, -1.9517], [0.2439, 1.7348, -1.5245], [-3.9688, -0.8816, 0.4429], [-2.0520, -2.5423, -2.0963], [-0.7031, -2.0470, -2.2605], [-2.5389, -3.7065, -2.6781], [-3.8461, -3.8060, -2.3590], [-5.1175, 1.2327, -3.5457], [-6.7700, 0.5297, -3.4462], [-6.1377, 1.5165, -2.0921], [-7.6935, 0.1885, -1.2869], [-8.7794, -1.2645, 0.4201], [-7.6581, -3.3516, 1.2292], [-4.5523, -5.3062, 1.8556], [-5.4353, -3.8822, 2.5006], [-6.3314, -5.1840, 1.6395], [-2.0971, 0.5740, -1.6237], [-2.2883, 1.9932, 0.3670], [-0.5267, 3.4655, 1.2943], [1.3175, 4.9120, 0.5069], [2.7170, 4.1145, -1.4697], [1.8703, 2.2203, -2.8976], [-0.1165, 0.9211, -2.1570], [-0.0400, -2.8620, -2.5846], [-0.6824, -1.2479, -3.0191], [-0.3357, -1.6384, -1.3109], [-1.9441, -4.3856, -3.2515], [-4.5951, -4.5393, -2.5765]], "lowdin_charge": [-0.020, -0.011, -0.396, 0.079, -0.204, -0.103, -0.130, -0.128, -0.064, -0.135, -0.097, -0.152, -0.163, -0.170, -0.105, 0.101, 0.103, 0.101, 0.155, 0.125, 0.127, 0.112, 0.114, 0.118, 0.121, 0.224, 0.138, 0.130, 0.121, 0.120, 0.128, 0.119, 0.144, 0.119, -0.038, -0.073, -0.225, -0.010, -0.055, -0.006, -0.220, -0.076, -0.034, -0.082, 0.070, -0.074, -0.358, -0.074, -0.180, -0.156, -0.064, -0.065, -0.081, -0.067, -0.035, 0.015, -0.026, -0.010, 0.000, 0.022, 0.096, 0.105, 0.097, 0.109, 0.114, 0.109, 0.093, 0.101, 0.095, 0.119, 0.137, 0.120, 0.120, 0.112, 0.113, 0.086, 0.102, 0.101, 0.084, 0.128, 0.143]}


{"formula": "C6H12O", "method": "the ωB97M-V functional and the def2-TZVPD basis", "de_lowest_kcal_mol": 88.8, "e_tot_ev": -8460.501, "total_charge": 0, "gap_ev": 8.73, "e_homo_ev": -7.955, "elements": ["C", "C", "C", "C", "C", "C", "O", "H", "H", "H", "H", "H", "H", "H", "H", "H", "H", "H", "H"], "positions_angstrom": [[-2.5779, -0.5673, 0.1848], [-1.2542, -0.3617, -0.5124], [0.1828, -0.1417, 0.4185], [1.5398, -0.4908, -0.1626], [2.6143, 0.5431, 0.1723], [-0.7234, 1.0390, -0.4484], [-1.3003, 1.9322, 0.2139], [-3.3128, -0.8157, -0.5899], [-2.6323, -1.3460, 0.9564], [-2.8226, 0.4119, 0.6155], [-0.4136, -1.1140, 0.4291], [-0.9822, -1.0274, -1.3381], [0.0900, 0.1664, 1.4569], [1.4453, -0.5791, -1.2533], [1.8474, -1.4756, 0.2111], [3.5813, 0.2365, -0.2426], [2.7341, 0.6491, 1.2568], [2.3556, 1.5251, -0.2367], [-0.0891, 1.2544, -1.3298]], "lowdin_charge": [-0.044, -0.186, -0.137, -0.245, -0.097, -0.479, -0.111, 0.091, 0.087, 0.083, 0.130, 0.148, 0.159, 0.115, 0.110, 0.074, 0.079, 0.079, 0.143]}


{"formula": "C4H6N2O3", "method": "the ωB97M-V functional and the def2-TZVPD basis", "de_lowest_kcal_mol": 119.7, "e_tot_ev": -13363.790, "total_charge": 0, "gap_ev": [8.12, 9.04], "e_homo_ev": [-9.298, -10.390], "elements": ["C", "C", "C", "C", "N", "N", "O", "O", "O", "H", "H", "H", "H", "H", "H"], "positions_angstrom": [[1.1956, -1.2421, 0.6193], [-2.7849, 0.1147, -1.0763], [1.9445, 0.7313, 0.1256], [0.5193, 0.5996, -0.3661], [2.2853, -0.5596, 0.7147], [0.1187, -0.7321, 0.0126], [-3.1355, -0.9585, -0.8885], [-2.4275, 1.1792, -1.2383], [-1.6211, -0.5591, 1.3519], [1.2503, -2.2026, 0.9080], [2.5824, 0.9437, -0.6643], [2.3223, 1.5737, 0.7579], [-0.3012, 1.1872, 0.1296], [0.4777, 0.9498, -1.4635], [-2.4261, -1.0253, 1.0773]], "lowdin_charge": [-0.242, -0.473, -0.210, -0.212, 0.118, 0.077, 0.197, 0.224, -0.043, 0.082, 0.083, 0.133, 0.119, 0.149, -0.001]}


> Number 1 is which compound?

C33H40N3O5


> Number 1 is which compound?

C33H40N3O5


> Number 3 is which compound?

C4H6N2O3